Below is 7 unconnected molecules or ions with the total composition C36H72FO7S, with properties calculated with ωB97M-V with the def2-TZVPD basis set.

Properties
F_max	0.041	Eh/bohr
HOMO	-10.895	eV
total charge	+1
DFT total energy	-66375.63776	eV
Kohn-Sham gap	7.82	eV
2S+1	1

Bonds (Å) are listed after each position.
Element x y z (Å)
1 S -2.4980 3.9021 0.5918  C14 1.806, C34 1.821, H113 1.343
2 F -4.5855 2.3449 -0.6286  C16 1.347
3 O -5.4420 1.3354 1.1330  C16 1.150
4 O -4.7689 -3.2566 3.4491  C24 1.431, C35 1.430
5 O 3.5151 0.8936 -4.4713  C38 1.425, C45 1.432
6 O 2.3551 -1.8681 -0.9996  C39 1.433, C41 1.431
7 O -10.1214 2.3243 -0.7103  C19 1.429, C29 1.422
8 O 3.3852 2.0012 1.0631  C36 1.437, C37 1.431
9 O 7.6545 -2.6752 0.5241  C22 1.430, C42 1.430
10 C 5.1151 3.2247 2.1090  C26 1.528, C37 1.522, H62 1.088, H78 1.091
11 C 4.2170 -1.5642 -2.4057  C30 1.530, C41 1.520, H77 1.091, H88 1.089
12 C -2.8327 -1.5453 1.0615  C21 1.527, C44 1.527, H67 1.097, H99 1.095
13 C -0.8092 0.9155 -0.9839  C15 1.532, C27 1.540, H55 1.094, H65 1.100
14 C -0.8779 3.6467 1.3477  S1 1.806, C31 1.532, H87 1.095, H93 1.092
15 C 0.0447 2.1145 -0.5608  C13 1.532, C31 1.535, H51 1.094, H108 1.101
16 C -4.6697 2.0609 0.6859  F2 1.347, O3 1.150, C34 1.513
17 C 9.8268 -3.5982 0.4706  C18 1.528, C42 1.523, H49 1.088, H53 1.092
18 C 8.9208 -4.5111 1.2963  C17 1.528, C22 1.523, H75 1.092, H84 1.088
19 C -9.9751 2.5221 -2.1183  O7 1.429, C32 1.525, H80 1.094, H96 1.090
20 C 2.6431 2.9666 -5.1881  C28 1.529, C38 1.524, H47 1.089, H61 1.092
21 C -2.5985 -1.8134 -0.4230  C12 1.527, C33 1.539, H50 1.095, H72 1.095
22 C 7.7671 -3.5744 1.6298  O9 1.430, C18 1.523, H74 1.091, H117 1.095
23 C -7.8869 1.8176 -1.2677  C29 1.525, C32 1.528, H92 1.092, H109 1.083
24 C -5.9867 -3.4611 2.7269  O4 1.431, C40 1.523, H59 1.090, H69 1.097
25 C -6.5578 -2.8192 4.9278  C35 1.523, C40 1.528, H82 1.092, H103 1.088
26 C 5.1653 3.4889 0.6044  C10 1.528, C36 1.522, H46 1.088, H100 1.092
27 C -0.4441 -0.3984 -0.2682  C13 1.540, C33 1.529, H86 1.091, H97 1.091
28 C 3.5600 2.4122 -6.2783  C20 1.529, C45 1.523, H64 1.088, H66 1.091
29 C -8.8528 2.0775 -0.1169  O7 1.422, C23 1.525, H76 1.098, H91 1.091
30 C 4.6935 -2.2128 -1.1046  C11 1.530, C39 1.522, H60 1.092, H104 1.087
31 C 0.0198 2.4776 0.9301  C14 1.532, C15 1.535, H85 1.090, H102 1.094
32 C -8.4808 2.6946 -2.3685  C19 1.525, C23 1.528, H81 1.089, H105 1.093
33 C -1.1451 -1.6096 -0.8852  C21 1.539, C27 1.529, H48 1.096, H94 1.091
34 C -3.6978 2.8813 1.5059  S1 1.821, C16 1.513, H54 1.093, H58 1.091
35 C -5.0545 -3.0466 4.8345  O4 1.430, C25 1.523, H52 1.095, H107 1.091
36 C 4.3701 2.3096 0.0625  O8 1.437, C26 1.522, H56 1.091, H106 1.093
37 C 3.7003 2.6893 2.2770  O8 1.431, C10 1.522, H63 1.090, H101 1.099
38 C 2.3532 1.7125 -4.3718  O5 1.425, C20 1.524, H73 1.094, H110 1.096
39 C 3.5268 -1.9065 -0.1759  O6 1.433, C30 1.522, H98 1.091, H112 1.092
40 C -7.0694 -3.6815 3.7744  C24 1.523, C25 1.528, H68 1.088, H89 1.091
41 C 2.7270 -1.8630 -2.3811  O6 1.431, C11 1.520, H90 1.095, H114 1.092
42 C 8.8055 -2.7883 -0.3173  O9 1.430, C17 1.523, H111 1.091, H116 1.095
43 C -1.9489 -1.7855 3.4330  C44 1.536, H71 1.089, H83 1.094, H115 1.095
44 C -2.0020 -2.3920 2.0228  C12 1.527, C43 1.536, H70 1.091, H79 1.094
45 C 4.3792 1.3926 -5.4977  O5 1.432, C28 1.523, H57 1.090, H95 1.095
46 H 6.1760 3.5265 0.2031  C26 1.088
47 H 1.7389 3.4351 -5.5739  C20 1.089
48 H -1.1480 -1.4661 -1.9718  C33 1.096
49 H 10.5196 -4.1365 -0.1735  C17 1.088
50 H -3.2697 -1.1835 -1.0169  C21 1.095
51 H 1.0814 1.8912 -0.8278  C15 1.094
52 H -4.7503 -3.9326 5.4010  C35 1.095
53 H 10.4062 -2.9455 1.1264  C17 1.092
54 H -4.3022 3.6056 2.0580  C34 1.093
55 H -0.6572 0.7626 -2.0569  C13 1.094
56 H 3.8575 2.5259 -0.8764  C36 1.091
57 H 4.7153 0.5536 -6.1064  C45 1.090
58 H -3.1743 2.2440 2.2195  C34 1.091
59 H -5.8559 -4.3124 2.0584  C24 1.090
60 H 4.8049 -3.2916 -1.2343  C30 1.092
61 H 3.1782 3.7007 -4.5819  C20 1.092
62 H 5.3025 4.1088 2.7155  C10 1.088
63 H 3.5983 1.9921 3.1089  C37 1.090
64 H 4.1794 3.1694 -6.7551  C28 1.088
65 H -1.8828 1.1176 -0.8516  C13 1.100
66 H 2.9709 1.9156 -7.0513  C28 1.091
67 H -2.6533 -0.4857 1.2804  C12 1.097
68 H -8.0585 -3.3971 3.4200  C40 1.088
69 H -6.1976 -2.5725 2.1200  C24 1.097
70 H -2.4476 -3.3862 2.0850  C44 1.091
71 H -1.9561 -2.5522 4.2058  C43 1.089
72 H -2.9053 -2.8438 -0.6295  C21 1.095
73 H 2.1641 1.9215 -3.3151  C38 1.094
74 H 6.8154 -4.0925 1.7553  C22 1.091
75 H 8.5689 -5.3460 0.6873  C18 1.092
76 H -8.5485 2.9623 0.4583  C29 1.098
77 H 4.3817 -0.4865 -2.3805  C11 1.091
78 H 5.8434 2.4602 2.3839  C10 1.091
79 H -0.9856 -2.5126 1.6370  C44 1.094
80 H -10.3657 1.6460 -2.6455  C19 1.094
81 H -8.1881 2.3971 -3.3741  C32 1.089
82 H -6.7965 -1.7685 4.7490  C25 1.092
83 H -1.0505 -1.1759 3.5685  C43 1.094
84 H 9.4008 -4.9160 2.1854  C18 1.088
85 H -0.1909 1.6015 1.5431  C31 1.090
86 H 0.6346 -0.5501 -0.3362  C27 1.091
87 H -1.1230 3.6147 2.4147  C14 1.095
88 H 4.7052 -1.9556 -3.2965  C11 1.089
89 H -7.1014 -4.7309 4.0721  C40 1.091
90 H 2.4995 -2.8403 -2.8201  C41 1.095
91 H -8.9398 1.2363 0.5717  C29 1.091
92 H -7.9227 0.7653 -1.5579  C23 1.092
93 H -0.3845 4.6052 1.1733  C14 1.092
94 H -0.5576 -2.5129 -0.7131  C33 1.091
95 H 5.2550 1.8573 -5.0331  C45 1.095
96 H -10.5627 3.3914 -2.4126  C19 1.090
97 H -0.6713 -0.3213 0.7957  C27 1.091
98 H 3.3817 -2.6564 0.6031  C39 1.091
99 H -3.8867 -1.7210 1.2989  C12 1.095
100 H 4.6678 4.4318 0.3662  C26 1.092
101 H 2.9873 3.5120 2.4239  C37 1.099
102 H 1.0250 2.8076 1.2064  C31 1.094
103 H -6.9636 -3.1006 5.8978  C25 1.088
104 H 5.6374 -1.8253 -0.7292  C30 1.087
105 H -8.1894 3.7376 -2.2225  C32 1.093
106 H 5.0130 1.4387 -0.0895  C36 1.093
107 H -4.4690 -2.1960 5.1869  C35 1.091
108 H -0.2124 3.0084 -1.1501  C15 1.101
109 H -6.8643 2.0434 -0.9899  C23 1.083
110 H 1.4917 1.1672 -4.7753  C38 1.096
111 H 9.1536 -1.7860 -0.5695  C42 1.091
112 H 3.6430 -0.9331 0.3058  C39 1.092
113 H -2.4245 3.1864 -0.5423  S1 1.343
114 H 2.1387 -1.1049 -2.9015  C41 1.092
115 H -2.8188 -1.1426 3.6038  C43 1.095
116 H 8.5225 -3.3002 -1.2434  C42 1.095
117 H 7.9724 -3.0006 2.5398  C22 1.095